A structure of composition C7H3NO4OsSe3Te, computed with ωB97M-V with the def2-TZVPD basis set.

Calculated values
ΔE to the lowest compared entry with this formula, charge and spin: 3.28 kcal per mole
HOMO-LUMO gap (alpha / beta): 6.27 / 3.96 eV
E_LUMO (alpha / beta): -0.049 / -0.158 hartree
DFT total energy: -8187.214588 hartree
net charge: 0
2S+1: 5
HOMO level (alpha / beta): -7.6 / -8.2 eV

Geometry (Å):
Os: -0.78838 2.26072 0.25796
Se: -0.83356 4.60948 0.57002
Se: -2.95576 5.60532 0.58485
Te: -4.58409 3.80061 0.25206
Se: -3.12685 1.76577 0.06148
O: 2.65763 -3.74825 -0.35415
C: 1.39202 -3.72506 -0.42012
O: 0.57561 -4.61183 -0.58822
C: 0.86233 -2.27894 -0.25651
C: -0.51220 -2.09521 -0.31007
C: -1.02344 -0.82520 -0.16893
N: -0.23049 0.24331 0.01936
C: 1.10385 0.06063 0.07076
C: 1.68657 -1.17995 -0.06234
C: 1.92791 1.30707 0.28468
O: 3.12578 1.26541 0.34739
O: 1.20421 2.40859 0.39118
H: -1.15540 -2.95038 -0.46125
H: -2.08816 -0.64202 -0.20495
H: 2.76240 -1.27009 -0.01321

---

A structure of composition C11H13AlClF12NO6PS, computed with ωB97M-V with the def2-TZVPD basis set.

Calculated values
HOMO-LUMO gap: 8.34 eV
E_LUMO: 0.008 hartree
DFT total energy: -3573.705134 hartree
net charge: -1
HOMO level: -8.1 eV

Geometry (Å):
N: 3.01624 -2.71959 1.49780
C: 2.59418 -1.38426 1.52413
C: 2.87677 -0.47537 0.18948
C: 2.77642 1.14562 0.41603
C: 1.18749 1.56880 0.14870
C: 0.21122 1.32204 1.44195
O: -1.00395 0.53951 1.16806
C: -1.79650 1.09873 0.06273
C: -3.31875 0.50604 -0.07450
F: -4.03003 0.89198 1.20128
F: -4.07455 1.22988 -1.15924
C: -3.42629 -1.12611 -0.17173
F: -4.76834 -1.50422 -0.75369
F: -3.40750 -1.62703 1.25383
C: -2.27735 -1.84923 -1.08931
F: -2.75896 -3.26401 -1.31497
F: -0.95063 -1.99793 -0.41146
C: -2.06774 -1.20474 -2.58185
F: -3.32753 -0.72080 -3.22719
F: -1.59139 -2.33967 -3.45848
O: 3.34707 1.38641 1.76113
S: 4.46572 2.69508 1.51613
O: 4.21626 3.85648 2.54451
O: 5.92174 2.15485 1.36585
O: 3.74174 3.39249 0.09686
C: 3.52733 2.14598 -0.69378
P: 4.96661 1.44545 -1.73465
O: 5.92305 2.85166 -2.19791
Cl: 4.19218 0.68778 -3.58158
H: 3.46548 -2.92401 0.57790
H: 2.10590 -1.02918 2.52649
H: 3.95973 -0.78554 -0.19939
H: 2.13897 -0.80006 -0.68856
H: 1.18698 2.74614 -0.04844
H: 0.87222 0.96879 -0.82376
H: 0.83230 0.71832 2.25032
H: -0.01502 2.37584 1.95432
H: -1.29968 1.02712 -0.99423
H: -1.91310 2.26395 0.29338
H: -1.18652 -0.40154 -2.63738
H: 2.74538 2.44835 -1.54383
H: 5.28452 3.62344 -2.27601
F: -5.84771 -4.68181 0.13946
Al: -6.46833 -3.78750 1.57425
F: -6.99374 -2.13932 1.07318
F: -5.16334 -3.65240 2.80804
F: -7.86855 -4.67639 2.27616

---

A structure of composition C31H51N5PPtSb, computed with ωB97M-V with the def2-TZVPD basis set.

Calculated values
HOMO-LUMO gap (alpha / beta): 3.89 / 4.39 eV
E_LUMO (alpha / beta): -0.291 / -0.276 hartree
DFT total energy: -2186.027596 hartree
net charge: +2
HOMO level (alpha / beta): -11.8 / -11.9 eV

Geometry (Å):
Pt: -0.43168 1.09291 0.59478
C: -2.08245 -1.36081 2.27092
N: -1.10567 -0.36010 2.71929
C: 0.14903 -0.88349 3.25454
C: 1.21190 -0.99494 2.20283
N: 1.18939 -0.39681 1.03539
C: 2.38027 -0.68322 0.40767
C: 2.87868 -0.28603 -0.82944
C: 4.14414 -0.72154 -1.16923
C: 4.89094 -1.53846 -0.31579
C: 4.40933 -1.94510 0.91241
C: 3.14584 -1.49852 1.26709
N: 2.36456 -1.68080 2.38802
C: -2.51673 -1.10095 0.86188
N: -1.73274 -0.56808 -0.04925
C: -2.45473 -0.54137 -1.22472
C: -2.09834 -0.08905 -2.49059
C: -3.03408 -0.23917 -3.49177
C: -4.28422 -0.81552 -3.25211
C: -4.65773 -1.25151 -1.99680
C: -3.72211 -1.10858 -0.98479
N: -3.72389 -1.44202 0.35304
H: -1.63266 -2.36187 2.30952
H: -2.96917 -1.37199 2.91570
H: -1.54665 0.22283 3.42342
H: 0.51957 -0.17718 4.00423
H: 0.02325 -1.85743 3.75191
H: 2.29587 0.35824 -1.47137
H: 4.58071 -0.41685 -2.10589
H: 5.87597 -1.85237 -0.61839
H: 4.99528 -2.57215 1.56430
H: 2.64425 -2.18060 3.21842
H: -1.13332 0.36545 -2.66398
H: -2.80503 0.10383 -4.48712
H: -4.98401 -0.90987 -4.06692
H: -5.62634 -1.68881 -1.82097
H: -4.51398 -1.82363 0.84752
C: 0.98329 -4.07128 -3.89988
C: 0.91535 -2.73580 -3.19721
Sb: 0.17311 -2.91841 -1.12934
C: -1.76529 -3.95176 -1.53008
C: -1.74751 -5.46125 -1.57123
C: 1.73739 -4.32114 -0.36181
C: 1.39051 -5.78897 -0.31986
H: 1.39659 -3.92317 -4.89610
H: -0.00292 -4.51191 -4.01979
H: 1.63111 -4.77328 -3.38114
H: 0.24538 -2.05209 -3.71334
H: 1.89922 -2.27888 -3.12370
H: -2.06772 -3.53049 -2.48844
H: -2.45941 -3.60064 -0.76939
H: -1.02355 -5.84069 -2.28475
H: -2.73151 -5.81637 -1.87955
H: -1.53482 -5.88501 -0.59327
H: 2.00581 -3.95723 0.62784
H: 2.57435 -4.12863 -1.02930
H: 0.58949 -5.98964 0.38616
H: 2.26917 -6.34556 0.00971
H: 1.10960 -6.16690 -1.29886
C: -1.78147 5.51868 1.28233
C: -1.59090 4.17261 0.59553
C: -2.65713 3.17856 1.06511
P: 0.09293 3.35203 0.73986
C: 0.96442 3.74784 2.34162
C: 0.13598 3.17108 3.48776
C: 1.36334 5.19411 2.61533
C: 1.10247 4.03119 -0.66826
C: 1.03267 5.54093 -0.88938
C: 2.54714 3.55348 -0.52636
H: -2.76477 5.91175 1.02812
H: -1.04221 6.24651 0.96079
H: -1.74222 5.41773 2.36378
H: -1.70908 4.30926 -0.48785
H: -2.66763 3.10405 2.15057
H: -2.45611 2.17585 0.64278
H: -3.64490 3.49267 0.73514
H: 1.88262 3.14860 2.25840
H: -0.67649 3.83993 3.75912
H: 0.75734 3.03456 4.36932
H: -0.28182 2.20331 3.19415
H: 0.52195 5.87290 2.54937
H: 2.14345 5.53060 1.93807
H: 1.75995 5.25966 3.62667
H: 0.66220 3.54384 -1.55147
H: 1.40592 6.09661 -0.03445
H: 0.02059 5.86910 -1.11344
H: 1.65770 5.79533 -1.74419
H: 3.07205 4.11772 0.24048
H: 3.08012 3.69906 -1.46342
H: 2.58077 2.49508 -0.26586

---

| no. | maximum force (Eh/bohr) |
| --- | --- |
| 1 | 0.059 |
| 2 | 0.132 |
| 3 | 0.035 |